# 1
Entry from OMol25: a molecular structure, C10H16AsAuF5N3O (the ωB97M-V functional and the def2-TZVPD basis).

## Properties
Molecular weight: 561.14 g mol⁻¹
Energy relative to the best compared isomer or geometry (same formula, charge and spin): 16.2 kcal per mole
LUMO energy: 0.0180 Eh
Kohn-Sham gap: 7.03 eV
Net charge: 0

Structure (XYZ):
```
37
C10H16AsAuF5N3O | OMol25 | the ωB97M-V functional and the def2-TZVPD basis
Au 0.644 -0.457 -0.702
C 4.056 -1.251 -1.774
As 2.986 -0.174 -0.558
C 3.612 1.608 -0.978
C 3.873 -0.505 1.124
H 5.121 -1.047 -1.651
H 3.756 -1.032 -2.796
H 3.864 -2.303 -1.575
H 4.697 1.649 -0.897
H 3.163 2.312 -0.280
H 3.312 1.859 -1.993
H 4.947 -0.504 0.955
H 3.554 -1.466 1.521
H 3.595 0.270 1.835
F 0.943 -0.553 2.685
C 0.407 0.242 1.677
F 1.221 1.407 1.705
C -0.914 0.734 2.232
F -0.899 1.207 3.487
F -1.830 -0.264 2.213
F -1.401 1.730 1.456
C -4.164 -2.270 0.468
N -3.521 -1.129 -0.185
C -4.150 0.060 -0.316
C -3.532 1.147 -0.814
C -2.156 1.006 -1.149
N -1.529 -0.150 -1.029
C -2.172 -1.269 -0.531
O -1.610 -2.332 -0.369
N -1.444 2.049 -1.616
H -5.241 -2.123 0.447
H -3.818 -2.357 1.497
H -3.899 -3.178 -0.061
H -5.184 0.085 0.003
H -4.047 2.090 -0.918
H -1.797 2.979 -1.478
H -0.442 1.930 -1.633
```

Here are the Mulliken charges for atoms 1 to 6, given in e: Au 0.22; C -1.12; As 0.52; C -1.11; C -1.12; H 0.38

---

# 2
Entry from OMol25: a molecular structure, C10H16Br2FeO8 (the ωB97M-V functional and the def2-TZVPD basis).

## Properties
Molecular weight: 479.88 g mol⁻¹
LUMO energy (spin up / spin down): 0.1527 / 0.1528 Eh
Kohn-Sham gap (spin up / spin down): 3.47 / 3.57 eV
2S+1: 5
Net charge: -2

Structure (XYZ):
```
37
C10H16Br2FeO8 | OMol25 | the ωB97M-V functional and the def2-TZVPD basis
Fe -3.672 2.041 -19.612
C -5.222 1.511 -17.529
O -3.935 1.605 -17.653
O -5.887 2.527 -17.091
O -5.505 1.277 -18.794
C -4.863 3.708 -21.059
O -6.132 3.439 -21.092
O -4.092 2.816 -21.490
O -4.631 3.940 -19.775
C -1.208 4.970 -20.493
C -1.259 4.152 -19.218
O -1.704 3.012 -19.236
C -0.639 4.796 -17.990
H -1.745 4.522 -21.327
H -0.157 5.099 -20.762
H -1.642 5.939 -20.239
H -1.426 5.254 -17.393
H 0.147 5.419 -18.419
H -0.077 4.064 -17.410
C -0.168 -0.023 -20.344
C -1.613 -0.437 -20.253
O -2.464 0.331 -19.853
C -1.978 -1.842 -20.631
H -0.279 1.058 -20.456
H 0.291 -0.470 -21.228
H 0.462 -0.206 -19.474
H -2.063 -2.004 -21.705
H -2.873 -2.098 -20.065
H -1.224 -2.515 -20.213
Br -5.048 -0.783 -25.464
C -5.539 0.257 -23.842
C -4.788 -0.255 -22.625
Br -5.852 -1.753 -21.870
H -6.615 0.241 -23.698
H -5.216 1.296 -23.919
H -4.840 0.494 -21.840
H -3.724 -0.425 -22.770
```

Here are the Mulliken charges for atoms 1 to 6, given in e: Fe 0.94; C 0.80; O -0.70; O -0.69; O -0.77; C 0.70

---

# 3
Entry from OMol25: a molecular structure, C10H16Cl16F6NO8PS2V2 (the ωB97M-V functional and the def2-TZVPD basis).

## Properties
Molecular weight: 1156.47 g mol⁻¹
LUMO energy (spin up / spin down): -0.2227 / -0.2230 Eh
Kohn-Sham gap (spin up / spin down): 6.32 / 6.31 eV
2S+1: 8
Net charge: +1

Structure (XYZ):
```
62
C10H16Cl16F6NO8PS2V2 | OMol25 | the ωB97M-V functional and the def2-TZVPD basis
V 0.011 -2.165 -1.744
V -0.171 -0.111 -4.791
P 0.510 -2.461 -4.188
O -0.777 -1.728 -3.730
O 0.975 -1.285 -3.391
O -0.122 -2.103 -5.501
O -0.240 -3.522 -3.410
C 1.860 1.506 -1.067
F 2.125 1.415 0.213
F 2.131 2.738 -1.472
F 2.578 0.620 -1.711
S -0.097 1.106 -1.251
O -0.875 2.188 -0.680
O -0.337 1.039 -2.677
N -0.282 -0.560 -0.504
S -0.475 -0.282 1.026
O 0.159 -1.421 1.689
O -0.143 1.029 1.584
C -2.399 -0.492 1.246
F -2.643 -0.489 2.525
F -3.010 0.553 0.710
F -2.805 -1.709 0.701
C 0.139 4.181 2.061
Cl 0.823 5.832 1.924
Cl -1.643 4.263 2.178
H 0.366 3.571 1.187
H 0.516 3.682 2.954
C -5.851 -0.231 2.182
Cl -5.542 -2.019 1.992
Cl -6.357 0.455 0.585
H -6.669 -0.158 2.898
H -4.947 0.264 2.536
C 5.815 0.448 -3.222
Cl 4.893 -0.678 -4.261
Cl 6.369 -0.326 -1.677
H 6.636 0.674 -3.903
H 5.109 1.255 -3.030
C 0.179 -1.211 5.857
Cl 1.105 -2.323 4.804
Cl -1.074 -0.272 4.892
H -0.304 -1.743 6.677
H 0.854 -0.502 6.337
C -4.681 -4.048 -1.471
Cl -3.206 -3.106 -1.856
Cl -4.224 -5.373 -0.396
H -5.374 -3.379 -0.962
H -5.160 -4.407 -2.382
C -4.442 1.535 -2.386
Cl -3.560 -0.026 -2.327
Cl -3.322 2.877 -2.199
H -5.019 1.625 -3.306
H -5.158 1.572 -1.565
C 4.084 -1.881 2.562
Cl 4.831 -1.035 1.279
Cl 4.721 -3.523 2.433
H 4.351 -1.367 3.486
H 3.014 -1.941 2.360
C 5.295 2.558 -0.009
Cl 4.470 3.669 1.113
Cl 6.777 3.290 -0.632
H 5.623 1.655 0.507
H 4.593 2.278 -0.794
```

Here are the Mulliken charges for atoms 1 to 6, given in e: V 0.90; V 1.12; P 0.72; O -0.17; O -0.03; O -0.59

---

# 4
Entry from OMol25: a molecular structure, C10H16Cl3NO4V (the ωB97M-V functional and the def2-TZVPD basis).

## Properties
Molecular weight: 371.54 g mol⁻¹
LUMO energy (spin up / spin down): 0.1577 / 0.1525 Eh
Kohn-Sham gap (spin up / spin down): 5.66 / 4.81 eV
2S+1: 2
Net charge: -2

Structure (XYZ):
```
35
C10H16Cl3NO4V | OMol25 | the ωB97M-V functional and the def2-TZVPD basis
C 1.568 -1.955 -0.537
C 0.988 -1.733 -1.835
C -0.437 -1.875 -1.714
C 1.735 -1.587 -3.118
C -0.727 -2.256 -0.354
C 0.507 -2.320 0.369
C 0.625 -2.839 1.756
C 3.017 -1.867 -0.227
C -1.408 -1.738 -2.825
C -2.052 -2.637 0.191
V 0.198 -0.379 -0.414
Cl 1.076 1.309 -1.942
Cl 1.141 0.541 1.401
Cl -1.913 0.628 -0.213
H 2.691 -1.083 -2.958
H 1.163 -0.986 -3.829
H 1.941 -2.555 -3.594
H -1.192 -0.849 -3.429
H -2.424 -1.637 -2.438
H -1.374 -2.606 -3.494
H -2.863 -2.063 -0.267
H -2.090 -2.468 1.271
H -2.226 -3.701 -0.004
H -0.239 -2.522 2.351
H 1.515 -2.478 2.286
H 0.624 -3.939 1.721
H 3.468 -0.993 -0.717
H 3.551 -2.758 -0.585
H 3.174 -1.771 0.852
O 1.853 -0.586 3.490
H 1.602 -0.444 4.438
O -0.002 4.980 1.564
N -1.140 4.436 1.598
O -1.846 4.396 0.553
O -1.581 3.947 2.664
```

Here are the Mulliken charges for atoms 1 to 6, given in e: C 0.68; C 0.56; C 0.81; C -1.42; C 0.76; C 1.13

---

# 5
Entry from OMol25: a molecular structure, C10H16Cl4ORu (the ωB97M-V functional and the def2-TZVPD basis).

## Properties
Molecular weight: 395.12 g mol⁻¹
Energy relative to the best compared isomer or geometry (same formula, charge and spin): 3.1 kcal per mole
LUMO energy (spin up / spin down): 0.2135 / 0.2129 Eh
Kohn-Sham gap (spin up / spin down): 5.79 / 6.23 eV
2S+1: 5
Net charge: -2

Structure (XYZ):
```
32
C10H16Cl4ORu | OMol25 | the ωB97M-V functional and the def2-TZVPD basis
C -0.847 0.672 -0.225
C -0.931 -0.619 -0.875
C 0.351 -1.216 -0.873
C -2.151 -1.180 -1.476
C 1.287 -0.267 -0.368
C 0.574 0.914 0.034
C 1.178 2.265 0.131
C -1.842 1.750 -0.453
C 0.644 -2.596 -1.311
C 2.751 -0.437 -0.299
Ru -0.403 -0.102 1.722
Cl -1.599 -2.061 1.695
Cl -2.563 0.455 2.462
Cl 1.135 -2.035 2.137
H -2.905 -0.397 -1.595
H -2.581 -1.953 -0.823
H -1.947 -1.632 -2.454
H -0.014 -3.312 -0.801
H 1.675 -2.868 -1.067
H 0.490 -2.707 -2.393
H 3.005 -1.393 0.178
H 3.199 0.367 0.297
H 3.206 -0.415 -1.302
H 2.186 2.200 0.549
H 0.553 2.878 0.784
H 1.247 2.737 -0.862
H -2.843 1.336 -0.326
H -1.749 2.148 -1.473
H -1.704 2.555 0.273
O -0.721 2.146 2.443
H -0.125 2.178 3.213
Cl 1.442 0.589 3.059
```

Here are the Mulliken charges for atoms 1 to 6, given in e: C 1.19; C 0.54; C 1.41; C -1.54; C 1.07; C 0.48

---

# 6
Entry from OMol25: a molecular structure, C10H16ClFePbS (the ωB97M-V functional and the def2-TZVPD basis).

## Properties
Molecular weight: 466.80 g mol⁻¹
LUMO energy (spin up / spin down): 0.1968 / 0.1959 Eh
Kohn-Sham gap (spin up / spin down): 4.23 / 4.16 eV
2S+1: 6
Net charge: -2

Structure (XYZ):
```
30
C10H16ClFePbS | OMol25 | the ωB97M-V functional and the def2-TZVPD basis
Fe -0.368 2.504 -1.398
Cl -2.479 1.952 -1.370
C 0.469 2.319 -3.172
C -0.085 4.159 -0.385
H 1.003 3.263 -3.387
H 1.153 1.458 -3.204
H -0.388 2.200 -3.860
H 0.556 4.828 -0.989
H 0.369 3.962 0.594
H -1.096 4.592 -0.285
Pb 0.155 -0.192 0.148
C -0.297 -0.634 2.307
C 1.287 1.633 -0.449
H 0.529 -0.234 2.914
H -1.248 -0.142 2.562
H -0.385 -1.726 2.422
H 1.646 2.247 0.390
H 2.077 1.387 -1.188
S 0.776 -2.312 -1.567
C 0.230 -3.428 -0.389
C -1.124 -3.845 -0.345
C -1.569 -4.678 0.672
C -0.684 -5.133 1.657
C 0.661 -4.747 1.612
C 1.121 -3.916 0.596
H -1.800 -3.469 -1.129
H -2.614 -4.978 0.696
H -1.039 -5.789 2.454
H 1.358 -5.097 2.366
H 2.169 -3.602 0.535
```

Here are the Mulliken charges for atoms 1 to 6, given in e: Fe 0.42; Cl -0.55; C -0.76; C -0.73; H 0.20; H 0.21